One molecule with the formula C6H6BrN at a distorted geometry. Source: the Open Molecules 2025 dataset; level of theory: wB97M-V/def2-TZVPD.

The geometry in XYZ format:
```
14
Properties=species:S:1:pos:R:3:nbo_charge:R:1
N -1.92 2.56 1.26 -0.308
C -1.18 1.84 0.70 0.255
C -0.12 1.16 0.07 -0.157
C 1.13 0.39 0.63 -0.347
C 0.16 -0.43 -0.18 -0.010
C -0.53 -1.71 0.18 -0.384
Br 0.66 -3.12 -0.64 -0.032
C 0.18 0.55 -1.32 -0.353
H 1.97 0.86 0.27 0.207
H 1.24 0.14 1.70 0.222
H -1.47 -1.92 -0.16 0.229
H -0.69 -1.86 1.25 0.238
H -0.61 0.76 -2.11 0.237
H 1.18 0.79 -1.65 0.203
```

Lowest unoccupied orbital energy ... 0.3 eV
Frontier orbital gap ... 9.64 eV
Total energy ... -77848.4099 eV
SMILES string ... N#C[C@]12C[C@]1(CBr)C2
Energy above the lowest of the compared OMol25 structures with the same formula, charge and spin ... 42.4 kcal per mole